{"formula": "C39H59N5O13", "method": "wB97M-V/def2-TZVPD", "elements": ["O", "C", "C", "C", "C", "O", "C", "C", "H", "H", "H", "H", "H", "H", "O", "C", "C", "C", "C", "O", "C", "C", "H", "H", "H", "H", "H", "H", "O", "C", "C", "C", "C", "O", "C", "C", "H", "H", "H", "H", "H", "H", "O", "C", "C", "C", "C", "O", "C", "C", "H", "H", "H", "H", "H", "H", "C", "N", "C", "C", "O", "H", "H", "H", "H", "H", "H", "H", "C", "N", "C", "C", "O", "H", "H", "H", "H", "H", "H", "H", "C", "N", "C", "C", "O", "H", "H", "H", "H", "H", "H", "H", "C", "N", "C", "C", "O", "H", "H", "H", "H", "H", "H", "H", "C", "N", "C", "C", "O", "H", "H", "H", "H", "H", "H", "H"], "coordinates": [[-3.845944, 0.205925, -2.966654], [-3.091455, 1.269723, -3.324018], [-3.745111, 2.477640, -3.303938], [-2.942452, 3.585522, -3.462327], [-1.579180, 3.479375, -3.673785], [-0.887039, 4.661940, -3.662727], [-0.959666, 2.287669, -3.713199], [-1.768918, 1.131725, -3.619865], [-3.287779, -0.549993, -2.650233], [-4.750865, 2.622255, -3.041674], [-3.454414, 4.555040, -3.403006], [0.068172, 4.470168, -3.506981], [0.050733, 2.114183, -3.621392], [-1.327206, 0.135882, -3.556954], [-1.018434, -1.944417, 2.818680], [-2.300483, -2.405691, 2.948671], [-2.788852, -3.428065, 2.128809], [-4.057291, -3.916948, 2.357504], [-4.908007, -3.319166, 3.304499], [-6.258725, -3.675929, 3.272677], [-4.431879, -2.360390, 4.148316], [-3.084518, -1.927998, 4.005183], [-0.858880, -0.978217, 2.841296], [-2.256127, -3.732228, 1.246444], [-4.525151, -4.599136, 1.646995], [-6.749018, -3.081363, 3.850714], [-5.045195, -1.918883, 4.892956], [-2.618841, -1.240950, 4.698131], [-0.114892, 6.030835, -0.849354], [-0.903448, 5.366156, 0.047580], [-1.412797, 4.083371, -0.283547], [-2.123862, 3.395168, 0.625662], [-2.498022, 3.969817, 1.873983], [-3.331372, 3.345834, 2.752598], [-2.006784, 5.289936, 2.205012], [-1.223390, 5.918590, 1.254182], [-0.278119, 5.798532, -1.796922], [-1.152166, 3.644738, -1.220061], [-2.387772, 2.379094, 0.424189], [-3.437200, 2.385351, 2.487653], [-2.214955, 5.784150, 3.169120], [-0.719544, 6.833124, 1.547667], [2.142166, -2.453447, -0.203626], [2.963239, -1.928635, 0.764695], [2.939996, -2.263750, 2.133104], [3.945344, -1.596794, 2.918907], [4.829426, -0.644569, 2.395233], [5.826460, -0.149213, 3.205063], [4.775767, -0.275895, 1.017778], [3.808185, -0.883876, 0.261251], [1.676749, -3.192519, 0.167508], [2.209130, -2.910204, 2.647881], [4.064679, -1.720126, 3.979676], [6.124653, 0.615266, 2.730378], [5.528651, 0.360209, 0.534827], [3.498839, -0.574510, -0.723268], [-0.990671, -5.024571, -1.095415], [-1.116482, -5.531752, 0.251296], [-0.167072, -5.276998, 1.193065], [-0.255290, -5.931104, 2.530713], [0.874919, -4.632361, 0.960458], [-1.760691, -5.355008, -1.777885], [-0.067859, -5.399252, -1.503924], [-0.936419, -3.936353, -1.041163], [-1.945789, -5.993223, 0.672074], [0.330191, -6.856889, 2.515587], [-1.287470, -6.226501, 2.753616], [0.052334, -5.289933, 3.287173], [1.769431, -0.486310, -3.627719], [2.280085, -1.796186, -3.294005], [2.666301, -2.695276, -4.286197], [3.478923, -3.846605, -3.789177], [2.411776, -2.538368, -5.463508], [2.502610, -0.054651, -4.267780], [1.707112, 0.145578, -2.717746], [0.796257, -0.434150, -4.119746], [2.271521, -2.232118, -2.413910], [3.387714, -3.991214, -2.698233], [4.514526, -3.782176, -3.893361], [3.241485, -4.807230, -4.278262], [2.905342, 2.077878, 2.834164], [1.665487, 1.298095, 2.597837], [0.364935, 1.402426, 3.064657], [-0.049651, 2.591341, 3.928045], [-0.515317, 0.597375, 2.714344], [3.069919, 2.108681, 3.901497], [2.676207, 3.053049, 2.524559], [3.762042, 1.628017, 2.366154], [1.735822, 0.526892, 1.991360], [0.349694, 3.511371, 3.540126], [0.385426, 2.549820, 4.937206], [-1.149771, 2.692598, 4.039880], [4.129518, 2.568208, -4.285755], [3.839610, 2.814425, -2.924895], [2.743032, 3.467972, -2.443534], [2.513793, 3.374885, -0.915232], [1.960144, 4.051980, -3.138958], [4.429665, 1.559480, -4.613188], [4.975709, 3.185281, -4.646807], [3.240371, 2.901902, -4.832837], [4.406148, 2.394157, -2.171319], [1.619286, 3.944932, -0.641992], [3.325858, 3.761043, -0.266030], [2.301780, 2.336044, -0.644897], [-4.030278, -0.724754, 0.454541], [-2.562644, -0.500340, 0.344719], [-1.895531, -0.955718, -0.674068], [-0.430888, -0.658977, -0.610192], [-2.311766, -1.664165, -1.609930], [-4.178351, -1.704921, -0.072475], [-4.577007, 0.099505, -0.110292], [-4.376644, -0.891475, 1.452491], [-1.973392, -0.107010, 1.083081], [-0.253901, -0.194581, 0.343446], [-0.107113, -0.058946, -1.446921], [0.148598, -1.588069, -0.685976]], "atomic_forces_ev_per_a": [[-0.204, -1.245, 0.224], [-1.204, -1.524, 0.229], [2.015, 1.226, -0.191], [-1.463, 0.650, -0.418], [-0.046, 1.893, 0.479], [1.221, 0.413, 0.264], [-2.140, -2.459, 0.050], [1.171, 0.442, 0.507], [-0.365, 0.458, -0.298], [-1.208, -0.290, 0.184], [0.705, -0.192, -0.035], [-0.531, 0.074, -0.384], [2.325, 0.237, -0.384], [-0.077, 0.261, -0.147], [0.248, -1.055, -0.649], [0.200, 0.580, 1.135], [-0.185, 0.628, 0.310], [-1.100, 0.398, -0.392], [-0.771, -0.746, -0.774], [0.895, -0.036, 0.074], [2.030, 0.604, -0.184], [-0.727, -0.704, -0.552], [-0.439, -0.126, 0.224], [0.293, -0.087, 0.052], [0.208, -0.037, 0.227], [0.064, -0.071, 0.009], [-0.520, 0.301, 0.615], [-0.203, 0.173, 0.015], [0.322, 0.471, -0.541], [-0.789, -1.546, -1.804], [1.515, 1.916, -0.011], [-1.253, -0.065, 2.447], [0.997, 1.925, -0.512], [-0.086, -1.837, -0.147], [-0.983, -2.382, -0.347], [0.898, 0.906, 0.915], [-0.218, -0.149, 1.181], [0.108, -0.261, -0.498], [-0.438, -0.543, -0.168], [0.167, 1.660, 0.375], [-0.002, -0.523, -0.626], [-0.245, 0.241, -0.249], [0.952, 0.851, 0.229], [0.008, 0.849, 0.065], [1.417, 1.270, 0.178], [-0.318, 0.611, -0.965], [-0.139, -1.078, -1.147], [-0.722, -0.322, 0.081], [0.077, -0.626, 1.011], [-1.446, -1.165, 0.492], [-0.924, -1.311, 0.496], [0.488, 0.192, -0.781], [-0.282, -0.471, 0.310], [0.758, 0.742, -0.016], [-0.423, 0.082, 0.441], [0.637, 0.023, -0.500], [0.266, 0.375, 0.178], [-0.464, -0.879, 2.118], [1.799, 0.330, -0.852], [-1.895, -1.664, -1.051], [-1.129, -0.151, -0.366], [-0.495, 0.017, 0.305], [0.539, -0.010, -0.167], [-0.167, 0.025, -0.407], [0.768, 0.542, -1.203], [0.103, 0.298, 0.005], [0.071, -0.021, 0.053], [0.810, 1.172, 1.224], [-0.236, 0.145, 1.118], [0.401, -1.053, -2.024], [-0.248, 0.975, 0.059], [-1.358, -1.750, 1.329], [0.121, 0.261, 0.036], [0.368, 0.632, -0.707], [0.119, -0.464, -0.373], [0.026, -0.422, -0.036], [-0.231, 0.282, 1.594], [-0.351, 0.012, -0.305], [1.774, 0.870, -0.678], [-0.334, 0.574, 0.078], [-1.956, -0.823, 1.291], [-1.398, 0.148, 0.803], [0.493, 0.963, -0.228], [0.152, -0.270, 0.590], [0.747, 0.414, -0.022], [0.318, 0.012, 0.361], [0.339, 1.569, -0.677], [-0.129, -0.098, -0.405], [0.355, -1.174, -0.788], [0.095, 0.461, -0.512], [-0.056, -0.377, -0.166], [0.791, -0.355, -0.334], [0.558, 0.890, -1.988], [0.382, -0.858, 2.795], [0.862, -0.671, 1.545], [0.010, 0.183, 0.084], [-1.190, 0.709, -1.301], [-0.590, -0.001, 0.812], [-0.390, 0.036, 0.226], [0.255, -0.268, -0.164], [-0.390, 0.296, -1.026], [0.175, 0.012, -0.337], [-0.139, -0.316, -0.643], [0.208, -0.038, -0.002], [0.529, -0.219, -2.135], [-1.995, 0.700, 1.778], [1.992, -1.555, -1.988], [0.240, -0.628, 0.086], [-0.678, 0.580, 0.371], [-0.191, 1.028, 0.247], [0.538, -1.119, 0.888], [0.076, 0.366, 0.743], [-0.847, -0.011, -0.193], [0.771, 0.401, 0.241], [-0.123, 0.456, -0.142], [-0.336, 0.236, 0.163]], "mulliken_charge": [-0.70, 0.30, -0.77, -0.07, 0.01, -0.63, 0.03, -0.87, 0.26, 0.51, 0.36, 0.39, 0.50, 0.61, -0.30, -0.40, 0.58, -0.92, 0.73, -0.56, -0.75, -0.66, 0.41, 0.60, 0.37, 0.29, 0.37, 0.51, -0.64, -0.45, -0.12, -0.17, 0.31, -0.61, -0.55, -0.53, 0.39, 0.82, 0.43, 0.29, 0.40, 0.39, -0.30, 0.25, -0.50, -0.51, 0.38, -0.59, -0.42, -0.44, 0.29, 0.38, 0.40, 0.37, 0.28, 0.40, -0.64, -0.08, 0.57, -1.29, -0.73, 0.30, 0.35, -0.01, 0.30, 0.36, 0.34, 0.33, -0.87, 0.17, 0.58, -1.03, -0.63, 0.59, -0.07, 0.39, 0.18, 0.15, 0.28, 0.33, -0.99, 0.57, 0.56, -1.42, -0.80, 0.35, 0.43, 0.19, -0.21, 0.40, 0.42, 0.27, -0.95, -0.08, 0.51, -0.39, -0.72, 0.33, 0.31, 0.33, 0.14, 0.00, 0.47, 0.02, -1.35, 1.10, 0.69, 2.15, -1.14, 0.37, 0.32, 0.42, -0.48, -0.62, -0.57, -0.63], "multiplicity": 1, "gap_ev": 7.701, "smiles": "Oc1ccc(O)cc1.Oc1ccc(O)cc1.Oc1ccc(O)cc1.Oc1ccc(O)cc1.CNC(C)=O.CNC(C)=O.CNC(C)=O.CNC(C)=O.CNC(C)=O"}